A molecular structure, C42H37IIrNO7P4. Source: the OMol25 dataset; level of theory: ωB97M-V with the def2-TZVPD basis set.

Properties
Kohn-Sham gap	7.1	eV
energy	-108075.539	eV
net charge	0

Geometry as XYZ:
```
93
Properties=species:S:1:pos:R:3:mulliken_charge:R:1
Ir 1.73898 1.13907 0.58834 2.9001
C -1.58373 -0.41352 1.78949 -2.0220
N -2.37662 0.76139 1.44484 0.5151
C -1.61326 1.94689 1.19690 -2.0781
P -0.19178 2.08657 -0.03818 0.6486
C -0.08511 3.90805 0.05009 0.9646
C -0.32682 4.71621 -1.06222 -0.7734
C -0.26553 6.09767 -0.95126 -0.7714
C 0.02950 6.68602 0.26846 -0.6316
C 0.24792 5.89339 1.38501 -0.9102
C 0.18332 4.51416 1.27950 -0.4052
C -0.77982 1.74393 -1.71915 1.1224
C 0.12317 1.83098 -2.77636 -0.2244
C -0.28055 1.55953 -4.07338 -0.5754
C -1.59625 1.19595 -4.32611 -0.7732
C -2.50193 1.10983 -3.27942 -0.3951
C -2.09550 1.37607 -1.98035 -0.7863
C -3.72176 0.66227 1.08064 1.6466
C -4.44683 1.74634 0.56062 -0.4459
C -5.78678 1.62292 0.22902 -0.8832
C -6.46254 0.42603 0.39464 -0.6491
C -5.76027 -0.65300 0.90823 -0.7192
C -4.42301 -0.54526 1.24490 -0.7040
P -1.03908 -1.20498 0.20101 -0.4656
C -2.03433 -2.74860 0.27407 0.9771
C -2.95596 -2.95965 -0.74922 0.2727
C -3.80184 -4.05975 -0.73284 -0.7965
C -3.72978 -4.97098 0.30978 -0.6751
C -2.81073 -4.77793 1.33292 -0.8233
C -1.97191 -3.67390 1.31560 -0.4737
C 0.71971 -1.84809 0.23117 2.0896
C 1.41966 -1.39364 -1.78489 -0.8776
C 2.89453 -1.73771 -1.86770 -1.5414
C 3.53604 -2.39154 0.19279 -0.7307
C 2.63658 -2.86366 1.28722 -2.0139
C 1.33533 -2.60301 1.34975 -1.1521
H -2.14547 -1.09372 2.42208 0.9633
H -0.72554 -0.08107 2.36661 0.3844
H -1.13106 2.29060 2.11878 0.4556
H -2.25824 2.76007 0.87847 0.9161
H -0.56568 4.27636 -2.01967 0.3268
H -0.44988 6.71202 -1.82301 0.4449
H 0.08726 7.76381 0.35035 0.4042
H 0.49472 6.33784 2.33960 0.4587
H 0.37784 3.91745 2.15659 0.2734
H 1.15054 2.11380 -2.58849 0.0831
H 0.43162 1.63062 -4.88509 0.4650
H -1.91389 0.98018 -5.33795 0.3735
H -3.52946 0.82683 -3.46888 0.4900
H -2.81030 1.27823 -1.17536 0.1087
H -3.98904 2.71278 0.40764 0.3973
H -6.30298 2.48834 -0.16695 0.4000
H -7.50728 0.33595 0.13127 0.4033
H -6.25410 -1.60631 1.04945 0.4130
H -3.92952 -1.42488 1.62313 0.3481
H -3.01507 -2.24195 -1.55991 0.3827
H -4.51803 -4.20234 -1.53186 0.4384
H -4.38772 -5.83018 0.32806 0.4001
H -2.75001 -5.48749 2.14824 0.4316
H -1.27055 -3.53183 2.13011 0.2836
H 0.98883 -0.90382 -2.65665 0.3395
H 3.41301 -1.37347 -2.75011 0.6770
H 4.55479 -2.39860 0.56953 0.6884
H 3.11210 -3.41565 2.08987 0.4118
H 0.75373 -2.93358 2.20222 0.3494
I 3.62795 1.79872 -1.16121 0.0099
C 4.29800 -0.17931 -0.78263 0.2338
C 5.46514 -0.61934 -1.26952 -0.3031
C 5.77048 -2.03427 -1.59746 -1.0003
C 4.93535 -3.08782 -1.67972 -1.0221
C 3.48400 -3.03928 -1.27918 2.3891
C 2.56830 -4.19746 -1.42335 -1.5178
C 1.25920 -3.95612 -1.34542 -1.3254
C 0.65662 -2.58519 -1.19202 -0.8455
C 1.63559 -0.70075 -0.35763 0.7166
C 3.15726 -1.07532 -0.49788 0.8359
H 6.21468 0.10091 -1.57235 0.4967
H 6.80483 -2.20781 -1.86945 0.4191
H 5.34905 -4.04503 -1.98106 0.3963
H 2.95117 -5.20677 -1.53184 0.3836
H 0.55864 -4.78216 -1.39853 0.4757
H -0.36604 -2.65023 -1.55824 1.5000
O 2.44661 -0.74136 4.13563 -0.6026
P 2.45974 0.40132 3.05033 0.3702
O 3.44129 0.25066 1.90250 -0.4417
O 1.05264 0.45366 2.43383 -0.7241
O 2.79005 1.70078 3.87881 -0.5246
P 3.20646 3.07189 2.98146 0.6059
O 4.74457 2.76838 2.68080 -0.5468
O 3.02830 4.26039 3.80725 -0.7774
O 2.41581 2.89516 1.70065 -0.3013
H 3.09996 -0.61806 4.83523 0.3368
H 4.81074 1.94641 2.16901 0.4120
```